Entry 1:
The following is a DFT calculation (the ωB97M-V functional and the def2-TZVPD basis) of one molecule with the formula C3H9N2O2P.

ORCA input file:
```
! RIJCOSX wB97M-V def2-TZVPD def2/J DEFGRID3
* xyz 0 1
C 2.46085 0.04083 0.77990
C 1.95744 0.36406 -0.68464
C -2.03776 0.33236 -0.25011
N -2.74899 -0.89493 -0.55964
N -0.98058 0.16373 0.71592
O 1.40564 -0.63981 1.42531
O 0.84827 -0.44938 -0.92824
P 0.12866 -1.07620 0.46801
H 3.35705 -0.54906 0.89171
H 2.80501 1.01862 1.13305
H 1.81754 1.47420 -0.55796
H 2.76560 0.02466 -1.34333
H -1.54735 0.76053 -1.11000
H -2.36416 -1.28447 -1.37320
H -2.78725 1.07192 0.27867
H -3.73994 -0.77990 -0.58565
H -1.34003 0.42284 1.70020
*
```

Results
**Maximum force**: 0.06997 hartree/bohr
**Energy relative to the best compared isomer or geometry (same formula, charge and spin)**: 271.69 kJ/mol
**HOMO level**: -8.470 eV
**LUMO**: 0.923 eV
**Structure (SMILES)**: NCNP1OCCO1

=====

Entry 2:
The following is a DFT calculation (the ωB97M-V functional and the def2-TZVPD basis) of a 11-piece molecular cluster, C30H84O44P8S3 overall.

ORCA input file:
```
! RIJCOSX wB97M-V def2-TZVPD def2/J DEFGRID3
* xyz 0 1
C 13.16086 -21.82386 -12.07352
O 14.43997 -22.01183 -12.54831
P 15.47903 -23.05191 -11.91603
O 16.82903 -23.09875 -12.52103
O 15.48543 -22.79114 -10.29928
C 15.96017 -21.55476 -9.90641
O 14.63180 -24.37635 -12.08327
C 14.74630 -25.39385 -11.11015
H 13.24864 -21.26160 -11.14387
H 12.75415 -22.81376 -11.86666
H 12.42857 -21.42224 -12.77392
H 15.46141 -20.83598 -10.55658
H 17.03215 -21.37218 -9.98125
H 15.51833 -21.37032 -8.92720
H 15.16532 -25.08168 -10.15355
H 15.35693 -26.22509 -11.46269
H 13.77656 -25.84573 -10.90156
C 3.72990 -24.93427 -13.14098
O 3.78918 -25.83682 -14.26367
P 4.67542 -25.93227 -15.65824
O 4.66856 -24.68104 -16.47193
O 4.19582 -27.32918 -16.41379
C 3.85054 -28.54993 -15.79053
O 6.04450 -26.33756 -14.99352
C 6.98894 -25.39803 -14.80625
H 4.55295 -25.30247 -12.52850
H 2.71281 -24.79301 -12.77539
H 3.92205 -23.92051 -13.49237
H 3.19763 -28.93799 -16.57234
H 3.39461 -28.62342 -14.80320
H 4.61996 -29.31682 -15.70119
H 6.45785 -24.47214 -14.58537
H 7.56086 -25.32893 -15.73157
H 7.73050 -25.67771 -14.05794
C 6.97825 -27.94304 -12.26466
O 6.83974 -26.70031 -11.68777
P 7.81902 -26.34054 -10.48283
O 7.28424 -26.69315 -9.10487
O 8.22416 -24.77650 -10.67876
C 8.51440 -24.05872 -9.58054
O 9.17779 -27.13794 -10.91643
C 10.33434 -26.64941 -10.36380
H 7.89970 -27.89071 -12.84457
H 6.18103 -28.22221 -12.95356
H 7.11808 -28.82534 -11.64010
H 9.46393 -24.26334 -9.08595
H 7.67986 -23.91084 -8.89514
H 8.72689 -23.09463 -10.04259
H 10.71384 -25.68309 -10.69591
H 11.17374 -27.31952 -10.54941
H 10.30349 -26.55972 -9.27793
C 8.82830 -18.80632 -15.52578
O 8.58084 -20.10075 -15.98112
P 8.28504 -21.32486 -14.95703
O 7.14347 -21.20319 -14.02963
O 8.27424 -22.56226 -15.96061
C 7.42538 -22.68455 -17.06725
O 9.67237 -21.58209 -14.17231
C 9.92914 -22.66969 -13.31608
H 8.88715 -18.01243 -16.27036
H 9.65514 -18.67043 -14.82867
H 7.88803 -18.45546 -15.10047
H 6.34900 -22.63003 -16.90431
H 7.52445 -23.68641 -17.48505
H 7.52230 -21.96786 -17.88277
H 10.74916 -23.12663 -13.87006
H 9.07512 -23.34459 -13.25911
H 10.19512 -22.29989 -12.32582
C 10.20186 -25.74790 -16.19856
O 11.13523 -26.71136 -15.71984
P 12.31675 -26.20512 -14.63714
O 11.77353 -25.29864 -13.60716
O 13.01105 -27.57084 -14.03163
C 14.35415 -27.65554 -13.52150
O 13.50654 -25.57811 -15.54333
C 14.16268 -24.37966 -15.32975
H 10.14294 -25.50971 -17.26059
H 9.96845 -24.88730 -15.57167
H 9.42208 -26.49172 -16.03497
H 14.42884 -28.13464 -12.54529
H 14.79818 -26.66155 -13.57576
H 14.83537 -28.14606 -14.36761
H 14.14194 -23.95715 -16.33433
H 15.13823 -24.56059 -14.87845
H 13.47378 -23.80725 -14.70859
C 6.88080 -27.81971 -21.45369
O 7.88617 -26.92878 -21.04142
P 7.96490 -26.10192 -19.66492
O 9.07015 -25.09483 -19.44515
O 6.44114 -25.51557 -19.46724
C 5.91824 -24.51360 -20.25700
O 8.00094 -27.31454 -18.54247
C 9.12952 -28.16382 -18.46184
H 6.05349 -27.67315 -20.75931
H 7.14619 -28.87090 -21.56617
H 6.48866 -27.53030 -22.42866
H 5.78876 -23.55596 -19.75277
H 5.04005 -24.99923 -20.68249
H 6.55196 -24.20659 -21.08901
H 9.01309 -28.92514 -17.69053
H 10.00750 -27.68978 -18.02307
H 9.38406 -28.51856 -19.46058
C 11.53232 -20.05902 -16.80890
O 12.59152 -21.03933 -17.11118
P 13.35607 -21.09511 -18.57044
O 14.58365 -21.91345 -18.56571
O 12.19180 -21.56445 -19.60015
C 11.89237 -22.89360 -19.73718
O 13.66172 -19.48893 -18.77428
C 13.91803 -18.79707 -19.95017
H 11.14014 -20.36356 -15.83855
H 10.72755 -19.82856 -17.50700
H 11.90693 -19.05185 -16.62625
H 11.86360 -23.12840 -20.80119
H 10.98177 -23.13229 -19.18769
H 12.65841 -23.60401 -19.42635
H 14.29843 -17.83821 -19.59806
H 12.95782 -18.63184 -20.43884
H 14.67218 -19.30903 -20.54788
C 3.56942 -21.45031 -15.69247
O 2.46467 -20.76619 -15.17545
P 1.58867 -21.53728 -14.10253
O 2.29643 -21.74560 -12.81966
O 0.24471 -20.59673 -13.99644
C 0.19491 -19.21675 -13.79949
O 1.14906 -22.90177 -14.83408
C 0.52898 -22.83832 -16.12985
H 3.77858 -21.23308 -16.73993
H 3.66212 -22.52329 -15.52453
H 4.42206 -20.94954 -15.23383
H 0.35597 -19.08998 -12.72894
H -0.72250 -18.79999 -14.21513
H 1.09556 -18.85670 -14.29680
H 0.83079 -22.00583 -16.76543
H -0.55116 -22.81775 -15.98505
H 0.81079 -23.75172 -16.65365
C 4.18543 -20.97705 -10.40138
C 5.26607 -21.87816 -10.99658
O 5.97982 -22.42623 -9.87570
S 5.71652 -21.55160 -8.48355
O 6.95718 -20.99296 -7.94470
O 4.94651 -22.30368 -7.55162
O 4.81385 -20.41784 -9.27409
H 3.36912 -21.65632 -10.15574
H 4.00421 -20.23410 -11.17809
H 6.06485 -21.29548 -11.45542
H 4.80227 -22.68439 -11.56489
C 3.54360 -16.10004 -16.22758
C 3.74813 -17.35228 -15.31847
O 4.67156 -16.92944 -14.32705
S 5.55808 -15.54571 -14.63734
O 6.83641 -15.94404 -15.15322
O 5.25733 -14.48886 -13.71716
O 4.59311 -15.26151 -16.04313
H 2.63747 -15.53430 -16.01082
H 3.35839 -16.43733 -17.24739
H 4.33245 -18.13951 -15.79486
H 2.81673 -17.85791 -15.06366
C 8.98659 -20.69473 -20.52163
C 10.03582 -19.71217 -20.96943
O 9.82855 -18.69822 -20.06140
S 8.21931 -18.39224 -19.78878
O 7.57611 -17.84846 -20.97248
O 7.97114 -17.75943 -18.52329
O 7.89431 -20.05158 -19.75820
H 9.43383 -21.37958 -19.80117
H 8.62628 -21.27238 -21.37285
H 9.77238 -19.35055 -21.96337
H 11.02558 -20.16753 -20.93596
*
```

Results
**Maximum force**: 0.10353 hartree/bohr
**Energy relative to the best compared isomer or geometry (same formula, charge and spin)**: 787.08 kJ/mol
**HOMO level**: -10.451 eV
**LUMO**: 0.090 eV
**Structure (SMILES)**: COP(=O)(OC)OC.COP(=O)(OC)OC.COP(=O)(OC)OC.COP(=O)(OC)OC.COP(=O)(OC)OC.COP(=O)(OC)OC.COP(=O)(OC)OC.COP(=O)(OC)OC.O=S1(=O)OCCO1.O=S1(=O)OCCO1.O=S1(=O)OCCO1

=====

Entry 3:
The following is a DFT calculation (the ωB97M-V functional and the def2-TZVPD basis) of a 2-piece molecular cluster, C2H10NOS2 overall.

ORCA input file:
```
! RIJCOSX wB97M-V def2-TZVPD def2/J DEFGRID3
* xyz 2 2
N -0.66493 0.01638 -0.76168
C -0.67243 0.32770 0.72728
C 0.59721 -0.11314 1.41610
S 1.42755 -1.53463 0.41722
S 0.58779 -3.13023 1.40932
H -0.00593 0.56616 -1.23214
H -1.44362 0.53183 -1.08358
H -0.59389 -0.98724 -0.94451
H -1.65394 -0.02248 1.11245
H -0.71567 1.41113 0.83127
H 1.32425 0.64075 1.72710
H 0.37135 -0.45151 2.51795
H 1.44356 -3.38353 2.48035
H 0.77036 2.17872 -2.97471
H -0.72419 2.15392 -3.12697
O -0.04748 1.79616 -2.51545
*
```

Results
**Maximum force**: 0.06855 hartree/bohr
**⟨S²⟩**: 0.755
**Energy relative to the best compared isomer or geometry (same formula, charge and spin)**: 151.48 kJ/mol
**HOMO level (alpha / beta)**: -19.341 / -19.322 eV
**LUMO (alpha / beta)**: -8.928 / -13.036 eV

=====

Entry 4:
The following is a DFT calculation (the ωB97M-V functional and the def2-TZVPD basis) of a 2-piece molecular cluster, C12H18F8O3 overall.

ORCA input file:
```
! RIJCOSX wB97M-V def2-TZVPD def2/J DEFGRID3
* xyz 0 1
C -4.85053 1.71376 3.22632
C -5.00047 0.24232 2.44704
C -4.37996 0.46807 0.94661
C -3.76235 -0.87415 0.23751
C -2.85146 -1.82360 1.21508
C -1.57131 -2.41605 0.37944
O -0.25350 -1.95952 0.84761
C -0.22510 -0.48123 1.01332
O -0.26729 -0.05009 2.30391
H -5.20423 1.67984 4.34127
H -5.34373 2.59295 2.63123
H -3.68143 1.95122 3.24537
H -6.17313 0.02335 2.41923
H -4.42338 -0.52338 3.11747
H -5.28853 0.82706 0.26075
H -3.58046 1.34845 0.88775
H -4.57140 -1.54316 -0.32327
H -3.03445 -0.49062 -0.62660
H -2.57388 -1.33375 2.25540
H -3.53068 -2.76621 1.49032
H -1.62984 -2.16910 -0.78097
H -1.56313 -3.60573 0.46288
H -0.22240 0.24936 0.08570
C 3.74825 0.04516 -0.40710
C 3.04766 1.33649 -0.86278
C 2.24825 1.21043 -2.15385
F 3.01936 0.86040 -3.20786
F 1.67595 2.40193 -2.47890
F 3.96711 2.33552 -0.94242
F 2.18839 1.70348 0.13919
O 5.13034 -0.07912 -0.75254
C 5.39000 -0.57631 -2.06390
C 6.08632 0.45195 -2.96388
F 5.35243 1.58657 -3.09254
F 6.26580 -0.03765 -4.22010
F 4.23844 -1.05015 -2.59647
F 6.19580 -1.65953 -1.89548
H 3.74597 0.06225 0.68990
H 3.17800 -0.85503 -0.66611
H 1.44238 0.47733 -2.05050
H 7.06217 0.72646 -2.55804
*
```

Results
**Maximum force**: 0.18312 hartree/bohr
**HOMO level**: -10.708 eV
**LUMO**: -0.169 eV
**Structure (SMILES)**: FC(F)C(F)(F)COC(F)(F)C(F)F.CCCCCCOC=O